No. 1
164
Properties=species:S:1:pos:R:3 method="wB97M-V/def2-TZVPD" gap_ev=7.992 total_charge=-1 relative_energy_kcal_mol=0.0
C -0.258 -1.069 0.523
F -0.452 -2.100 -0.293
F -1.378 -0.866 1.286
F 0.787 -1.300 1.332
S 0.080 0.510 -0.576
O 0.434 1.646 0.294
O 1.189 0.244 -1.526
O -1.201 0.880 -1.219
C 3.794 -3.729 -1.136
C 2.854 -3.484 0.047
C 3.591 -2.320 0.703
O 4.993 -2.653 0.626
C 5.186 -3.394 -0.568
H 3.479 -3.077 -1.951
H 3.853 -4.742 -1.534
H 2.891 -4.309 0.758
H 1.818 -3.243 -0.192
H 3.352 -2.106 1.744
H 3.475 -1.382 0.159
H 5.725 -4.325 -0.391
H 5.776 -2.828 -1.288
C 0.354 -4.869 5.142
C -0.310 -5.327 3.844
C 0.484 -4.544 2.757
O 1.488 -3.840 3.510
C 0.953 -3.558 4.806
H 1.119 -5.623 5.328
H -0.301 -4.886 6.013
H -1.360 -5.039 3.784
H -0.280 -6.407 3.701
H -0.171 -3.892 2.180
H 1.051 -5.158 2.058
H 0.304 -2.682 4.775
H 1.732 -3.306 5.525
C -3.660 1.797 3.636
C -2.370 2.491 3.816
C -1.517 2.128 2.628
O -2.501 2.047 1.548
C -3.682 1.486 2.146
H -4.382 2.570 3.900
H -3.755 0.926 4.285
H -1.898 2.260 4.771
H -2.486 3.574 3.845
H -0.968 1.190 2.710
H -0.735 2.864 2.440
H -3.737 0.405 2.017
H -4.593 1.932 1.747
C 2.979 0.153 4.869
C 2.389 0.672 6.124
C 1.738 1.855 5.496
O 1.212 1.449 4.247
C 1.927 0.331 3.785
H 3.250 -0.892 5.025
H 3.935 0.596 4.588
H 3.118 0.896 6.903
H 1.540 0.161 6.577
H 2.444 2.681 5.410
H 0.880 2.210 6.068
H 2.427 0.493 2.830
H 1.347 -0.589 3.710
C 0.290 2.708 -5.511
C 0.831 4.098 -5.332
C -0.204 4.734 -4.448
O -0.578 3.660 -3.516
C -0.271 2.393 -4.125
H 1.099 2.046 -5.820
H -0.475 2.744 -6.286
H 0.813 4.660 -6.265
H 1.805 4.182 -4.850
H -1.049 5.093 -5.036
H 0.221 5.564 -3.883
H -1.153 1.755 -4.184
H 0.494 1.878 -3.544
C -0.881 -2.864 -4.910
C -2.330 -2.487 -5.033
C -2.320 -0.952 -5.052
O -1.101 -0.625 -4.471
C -0.441 -1.767 -3.978
H -0.409 -2.844 -5.893
H -0.796 -3.876 -4.513
H -2.873 -2.831 -4.153
H -2.863 -2.996 -5.836
H -3.187 -0.611 -4.486
H -2.327 -0.675 -6.106
H -0.727 -1.836 -2.928
H 0.643 -1.660 -3.961
C -6.440 1.493 -1.383
C -5.670 0.341 -0.818
C -4.190 0.663 -1.066
O -4.153 2.082 -1.072
C -5.515 2.640 -1.011
H -7.415 1.630 -0.916
H -6.534 1.379 -2.463
H -5.867 -0.576 -1.374
H -5.934 0.292 0.238
H -3.853 0.370 -2.060
H -3.557 0.148 -0.343
H -5.646 3.511 -1.653
H -5.692 3.010 -0.002
C 3.488 4.373 -1.514
C 2.983 5.598 -2.140
C 1.660 5.846 -1.395
O 1.110 4.544 -1.339
C 2.203 3.553 -1.379
H 3.983 4.664 -0.587
H 4.259 3.859 -2.088
H 2.798 5.426 -3.200
H 3.687 6.428 -2.069
H 1.090 6.591 -1.949
H 1.840 6.255 -0.401
H 2.054 2.905 -2.243
H 2.278 2.989 -0.449
C -3.498 -3.269 2.465
C -4.426 -2.675 3.506
C -5.749 -3.025 2.839
O -5.575 -2.740 1.437
C -4.172 -2.897 1.076
H -3.552 -4.358 2.498
H -2.433 -3.040 2.469
H -4.411 -1.585 3.486
H -4.343 -3.041 4.529
H -6.591 -2.443 3.213
H -5.916 -4.076 3.076
H -3.777 -1.972 0.655
H -3.978 -3.675 0.338
C 4.037 1.372 -4.346
C 3.780 -0.026 -3.890
C 4.445 -0.137 -2.507
O 5.327 0.943 -2.433
C 5.385 1.622 -3.733
H 3.280 2.093 -4.037
H 4.102 1.443 -5.432
H 4.195 -0.754 -4.587
H 2.714 -0.233 -3.989
H 5.025 -1.057 -2.436
H 3.660 -0.200 -1.754
H 6.180 1.241 -4.373
H 5.650 2.671 -3.600
C -1.387 -5.388 -1.778
C 0.153 -5.449 -1.977
C 0.629 -6.383 -0.899
O -0.257 -6.176 0.177
C -1.522 -5.513 -0.257
H -1.891 -6.242 -2.230
H -1.715 -4.419 -2.154
H 0.689 -4.503 -1.896
H 0.486 -5.791 -2.957
H 1.678 -6.254 -0.632
H 0.447 -7.389 -1.278
H -1.610 -4.500 0.135
H -2.406 -6.117 -0.049
C 1.079 6.259 3.373
C 1.387 4.839 3.436
C 1.496 4.417 1.976
O 0.414 5.166 1.342
C 0.338 6.403 2.008
H 1.984 6.865 3.410
H 0.577 6.557 4.293
H 0.573 4.295 3.914
H 2.344 4.710 3.942
H 1.538 3.336 1.845
H 2.438 4.810 1.593
H -0.704 6.644 2.219
H 0.757 7.227 1.431

***

No. 2
60
Properties=species:S:1:pos:R:3 method="wB97M-V/def2-TZVPD" gap_ev="7.851 / 7.419" total_charge=+1 multiplicity=4 s_squared=3.777
Mn 0.307 0.306 0.573
C 1.961 3.729 -2.166
C 0.503 3.385 -2.267
N -0.232 4.053 -3.132
C -1.543 3.811 -3.231
C -2.214 2.948 -2.396
C -3.708 2.804 -2.505
O -4.059 1.424 -2.555
C -1.461 2.221 -1.449
C -2.141 1.457 -0.436
N -1.569 0.746 0.479
C -2.377 0.248 1.537
C -3.615 -0.344 1.308
C -4.375 -0.817 2.362
C -3.911 -0.713 3.663
C -2.677 -0.131 3.915
C -1.929 0.335 2.853
I -0.022 1.223 3.238
C -0.058 2.380 -1.441
O 0.733 1.627 -0.700
H 2.112 4.709 -2.611
H 2.589 3.007 -2.693
H 2.276 3.753 -1.121
H -2.068 4.370 -3.998
H -4.034 3.333 -3.402
H -4.194 3.281 -1.645
H -4.862 1.318 -3.073
H -3.218 1.574 -0.388
H -3.953 -0.461 0.285
H -5.331 -1.283 2.163
H -4.500 -1.097 4.485
H -2.301 -0.045 4.925
O 2.275 -0.758 0.950
C 1.525 -1.636 1.453
N 0.214 -1.605 1.175
C -0.427 -2.654 1.862
O -1.606 -2.881 1.833
C 0.639 -3.383 2.622
C 0.545 -4.448 3.488
C 1.709 -4.833 4.154
C 2.907 -4.161 3.953
C 2.998 -3.091 3.064
C 1.848 -2.727 2.397
H -0.401 -4.950 3.641
H 1.672 -5.662 4.848
H 3.784 -4.469 4.508
H 3.934 -2.569 2.916
C 1.634 0.401 -3.689
Te 2.079 -0.517 -1.814
C 3.437 -1.905 -2.724
H 1.570 -0.378 -4.446
H 2.402 1.121 -3.958
H 0.669 0.897 -3.613
H 2.867 -2.622 -3.312
H 3.978 -2.438 -1.945
H 4.135 -1.370 -3.364
C 3.677 0.730 -1.225
H 3.280 1.561 -0.651
H 4.208 1.073 -2.109
H 4.319 0.122 -0.592

***

No. 3
19
Properties=species:S:1:pos:R:3 method="wB97M-V/def2-TZVPD" gap_ev="8.284 / 8.556" total_charge=0 relative_energy_kcal_mol=99.1
C -0.081 -2.271 -0.066
C 0.419 -0.994 -0.803
C -0.237 1.197 -1.784
O -0.788 1.541 -0.607
C 0.028 1.183 0.492
C -0.936 0.851 1.619
C 1.028 0.040 0.065
H -1.148 -2.529 -0.087
H 0.181 -2.252 1.006
H 0.428 -3.169 -0.454
H 0.922 -1.257 -1.722
H 0.725 1.724 -1.978
H -0.928 1.393 -2.613
H 0.653 2.047 0.749
H -1.550 1.724 1.866
H -0.408 0.540 2.524
H -1.613 0.048 1.307
H 1.483 -0.343 0.992
H 1.823 0.527 -0.506

***

No. 4
110
Properties=species:S:1:pos:R:3 method="wB97M-V/def2-TZVPD" gap_ev="3.057 / 2.542" total_charge=0 multiplicity=9 s_squared=20.016
Fe 15.752 -4.038 -24.253
Fe 18.736 -6.341 -23.249
C 18.514 -2.093 -31.354
C 18.585 -1.946 -29.822
C 18.287 -3.285 -29.075
O 19.743 -1.254 -29.421
H 18.479 -1.149 -31.898
H 17.646 -2.717 -31.567
H 19.356 -2.690 -31.703
H 17.711 -1.333 -29.603
H 18.756 -4.173 -29.499
H 17.208 -3.439 -29.055
H 18.579 -3.488 -28.044
C 15.645 -7.568 -22.482
C 15.758 -6.146 -22.067
C 16.063 -5.936 -20.608
O 16.657 -5.429 -22.871
H 14.857 -8.103 -21.952
H 16.568 -8.135 -22.358
H 15.536 -7.677 -23.561
H 14.776 -5.698 -22.226
H 15.414 -6.591 -20.027
H 15.768 -4.922 -20.340
H 17.107 -6.157 -20.388
C 17.570 -6.686 -27.912
F 18.021 -7.898 -27.986
F 18.597 -5.892 -27.945
F 16.658 -6.461 -28.829
S 16.753 -6.558 -26.138
O 16.043 -5.255 -25.954
O 15.886 -7.760 -25.997
O 17.823 -6.733 -25.140
C 21.913 -6.544 -20.145
F 22.522 -7.634 -20.717
F 22.336 -6.481 -18.960
F 22.369 -5.479 -20.847
S 19.891 -6.550 -20.230
O 19.328 -7.050 -19.011
O 19.444 -5.186 -20.484
N 19.486 -7.381 -21.702
S 19.126 -8.758 -21.120
O 20.212 -9.361 -20.358
O 17.766 -8.763 -20.530
C 19.041 -9.775 -22.729
F 18.528 -10.982 -22.429
F 18.292 -9.067 -23.567
F 20.276 -9.908 -23.271
C 11.512 -4.192 -24.801
C 11.775 -5.400 -25.657
C 13.169 -5.887 -25.200
O 13.743 -4.716 -24.472
C 12.641 -4.061 -23.803
H 10.580 -4.342 -24.256
H 11.235 -3.286 -25.340
H 11.736 -5.030 -26.682
H 10.999 -6.136 -25.445
H 13.815 -6.078 -26.057
H 13.170 -6.725 -24.504
H 12.884 -3.040 -23.511
H 12.454 -4.570 -22.858
C 15.283 -0.478 -27.011
C 14.244 -1.384 -27.632
C 14.215 -2.586 -26.681
O 15.451 -2.579 -25.908
C 16.263 -1.539 -26.482
H 14.928 0.150 -26.194
H 15.854 0.166 -27.680
H 14.718 -1.768 -28.535
H 13.269 -0.917 -27.774
H 13.888 -3.505 -27.167
H 13.492 -2.258 -25.935
H 16.922 -2.010 -27.212
H 16.939 -1.158 -25.717
C 22.306 -7.271 -25.873
C 22.958 -7.327 -24.537
C 21.938 -6.466 -23.764
O 20.608 -6.900 -24.246
C 20.826 -7.143 -25.628
H 22.433 -8.107 -26.561
H 22.567 -6.347 -26.390
H 23.950 -6.874 -24.524
H 23.034 -8.303 -24.058
H 21.869 -5.383 -23.872
H 22.043 -6.679 -22.701
H 20.471 -6.350 -26.287
H 20.493 -8.146 -25.894
Br 14.172 -11.233 -22.967
C 14.096 -10.863 -24.855
C 15.605 -10.997 -25.214
Br 15.725 -10.799 -27.178
H 13.836 -9.815 -25.005
H 13.401 -11.572 -25.304
H 16.076 -11.956 -24.999
H 16.162 -10.218 -24.694
Br 19.582 -8.222 -32.707
C 20.291 -7.487 -30.971
C 20.869 -6.066 -31.150
Br 21.371 -5.112 -29.413
H 20.999 -8.184 -30.521
H 19.516 -7.537 -30.206
H 20.117 -5.563 -31.759
H 21.722 -6.043 -31.829
Br 12.712 -9.506 -31.273
C 13.357 -9.603 -29.436
C 14.083 -8.209 -28.958
Br 12.879 -6.661 -29.133
H 14.048 -10.445 -29.393
H 12.453 -9.882 -28.894
H 14.883 -8.043 -29.680
H 14.477 -8.317 -27.947

***

No. 5
9
Properties=species:S:1:pos:R:3 method="wB97M-V/def2-TZVPD" gap_ev=9.766 total_charge=+1 relative_energy_kcal_mol=54.9
C 1.283 1.421 -1.768
C 0.496 -0.437 0.476
C -0.797 -0.552 0.699
O 1.575 2.130 -2.572
O -1.263 -1.261 1.624
O 0.792 0.680 -1.030
H 1.253 -1.119 0.408
H -1.270 0.180 0.072
H -2.070 -1.042 2.091

***

No. 6
16
Properties=species:S:1:pos:R:3 method="wB97M-V/def2-TZVPD" gap_ev=10.311 total_charge=0 relative_energy_kcal_mol=23.3 smiles="CC1CC=CC1"
C 1.949 -0.238 0.069
C 0.480 -0.278 0.444
C -0.418 -0.856 -0.655
C -1.793 -0.494 -0.192
C -1.690 0.678 0.462
C -0.246 1.074 0.422
H 2.543 0.320 0.799
H 2.081 0.236 -0.911
H 2.354 -1.254 0.007
H 0.341 -0.800 1.402
H -0.192 -0.041 -1.437
H -0.229 -1.859 -1.035
H -2.697 -0.989 -0.516
H -2.500 1.323 0.775
H -0.073 1.289 -0.696
H 0.091 1.889 1.062

***

No. 7
71
Properties=species:S:1:pos:R:3 method="wB97M-V/def2-TZVPD" gap_ev="7.367 / 7.794" total_charge=+2 relative_energy_kcal_mol=0.0 multiplicity=3 s_squared=2.017
V -0.051 0.411 -0.255
P 0.058 1.517 1.837
P -0.210 -1.031 -2.134
N -1.232 1.632 -0.960
C -0.784 2.981 1.058
H -1.258 3.592 1.838
H 0.032 3.585 0.634
C -1.808 2.599 -0.039
H -2.753 2.214 0.426
H -2.041 3.495 -0.630
C -1.949 1.236 -2.163
H -2.180 2.160 -2.711
H -2.908 0.711 -1.916
C -1.061 0.338 -3.059
H -0.247 0.925 -3.514
H -1.644 -0.085 -3.888
C -1.383 -2.448 -2.182
C -1.044 -3.552 -1.173
H -1.871 -4.277 -1.156
H -0.946 -3.167 -0.152
H -0.124 -4.086 -1.436
C 1.392 -1.403 -2.994
C 2.105 -2.642 -2.461
H 3.132 -2.674 -2.856
H 1.608 -3.577 -2.745
H 2.187 -2.604 -1.370
C 1.755 2.041 2.369
C 2.489 0.994 3.206
H 3.548 1.277 3.299
H 2.464 0.016 2.716
H 2.079 0.893 4.218
C -1.015 1.038 3.251
C -0.707 -0.359 3.802
H -1.485 -0.628 4.531
H 0.266 -0.400 4.306
H -0.731 -1.129 3.023
C -1.389 -0.610 0.489
O -2.412 -1.081 0.857
C 1.297 -1.441 -4.513
H 0.765 -2.334 -4.856
H 0.793 -0.559 -4.913
H 2.308 -1.468 -4.943
C 1.809 3.407 3.042
H 2.857 3.721 3.146
H 1.293 4.171 2.456
H 1.368 3.375 4.043
C -1.043 2.076 4.373
H -1.867 1.838 5.064
H -0.115 2.074 4.957
H -1.224 3.087 3.996
C -1.582 -3.030 -3.582
H -0.716 -3.617 -3.910
H -2.452 -3.705 -3.571
H -1.788 -2.254 -4.326
H -2.351 -2.023 -1.869
H -2.033 0.992 2.828
H 2.012 -0.536 -2.717
H 2.295 2.117 1.413
H 2.044 2.079 -1.147
H 2.378 1.396 -0.953
C 4.656 -1.283 0.512
N 3.627 -2.122 1.121
C 2.332 -1.804 0.994
N 1.382 -2.588 1.569
O 2.016 -0.762 0.328
H 4.162 -0.439 0.003
H 5.233 -1.841 -0.237
H 5.333 -0.872 1.271
H 3.860 -2.958 1.641
H 0.399 -2.313 1.456
H 1.613 -3.413 2.084

***

No. 8
8
Properties=species:S:1:pos:R:3 method="wB97M-V/def2-TZVPD" gap_ev=10.382 total_charge=0 relative_energy_kcal_mol=0.0 smiles=C[Si@H](Cl)Br
C 0.875 -0.438 0.496
Si -0.665 0.120 -0.553
Cl -1.001 2.635 -0.279
Br -2.532 -0.696 0.184
H 0.922 -1.613 0.740
H 1.785 -0.230 -0.073
H 0.993 0.082 1.471
H -0.376 0.142 -1.985

***

| no. | calculated total energy (eV) |
| --- | --- |
| 1 | -102063.9916 |
| 2 | -85699.6784 |
| 3 | -8460.0544 |
| 4 | -600854.0868 |
| 5 | -9290.5433 |
| 6 | -6382.8482 |
| 7 | -73233.5999 |
| 8 | -91545.9040 |